Record 1
18
Properties=species:S:1:pos:R:3:forces:R:3 method="wB97M-V/def2-TZVPD" spin_multiplicity=1 smiles=CNCCNC[O-] total_energy_ha=-343.7131 orbital_gap_ha=0.2387 mol_weight_g_mol=103.1 charge=-1
C -2.456227 -0.567626 -0.256592 0.5250 -0.6862 0.4657
H 0.908875 -1.076095 -0.218872 1.0664 -0.4890 -0.1167
O -3.093974 0.512644 0.066663 0.0470 0.4759 0.3169
H -1.566598 -1.416547 1.420014 0.2119 0.1408 0.1787
H -2.002082 -0.587741 -1.263640 -0.1389 -0.0774 -0.4518
C -0.443634 0.218971 1.013261 -0.0053 0.5776 0.8532
H 2.719514 1.122697 -1.229502 -0.0834 0.1142 -1.2110
H 3.165727 -0.648957 -1.234519 0.7447 0.2928 0.0393
C 2.641173 0.164408 -0.745896 -0.7025 -0.2441 1.4996
H 0.281428 0.033896 1.824893 0.0514 -0.4498 -0.1863
N 1.270322 -0.240059 -0.666669 -1.7473 1.1240 -0.4113
H -1.105660 0.976541 1.464135 -0.1582 0.0731 -0.5014
H -0.404352 1.057842 -0.933663 0.1222 0.2547 -0.0950
H 3.053650 0.492443 0.236200 0.3831 -0.8559 0.1212
C 0.323801 0.785715 -0.168610 0.3878 -0.3669 0.0704
H 0.894223 1.659548 0.169174 -0.1539 0.1585 -0.1412
H -3.031445 -1.516020 -0.082339 0.0251 -0.1104 -0.4184
N -1.154742 -0.971655 0.605970 -0.5750 0.0679 -0.0118



Record 2
17
Properties=species:S:1:pos:R:3:forces:R:3 method="wB97M-V/def2-TZVPD" spin_multiplicity=1 smiles=C#C[C@]12CCN[C@@H]1C2 total_energy_ha=-326.6691 orbital_gap_ha=0.3441 mol_weight_g_mol=107.2
C -1.183523 -1.241535 -0.089445 -0.0375 -0.1913 0.6591
H -0.507575 -0.916225 2.060961 -0.8686 0.2967 -0.2368
H -1.640172 1.119717 -0.291132 0.9819 -0.1647 -0.8074
H -1.793633 0.307022 1.477406 -0.1309 -0.4004 0.4236
C -0.933896 -0.309064 1.232571 0.2321 -1.5867 0.2787
H -0.202328 2.814351 0.278038 -0.0399 -0.9630 -0.2607
N -0.742822 -0.420976 -1.282651 0.7452 -1.6631 -1.6943
C 0.263785 1.869378 -0.077546 0.3019 1.3731 0.3699
C 0.127749 0.517171 0.633974 1.0528 1.1870 0.6102
C 1.276100 -0.270903 0.298890 1.8047 -0.2279 0.1855
H 0.188968 -0.790360 -1.642170 -1.7114 0.7253 0.7532
C 2.283679 -0.847939 -0.035452 1.1073 -0.0891 -0.3055
H 3.280447 -1.234616 -0.350001 -1.6576 0.3949 0.5569
C -0.604778 0.827759 -0.633483 -2.0572 1.2151 0.0293
H -2.224194 -1.568736 -0.161695 0.1101 0.1912 -0.1474
H 1.271236 2.076354 -0.380273 0.3917 -0.2311 -0.2502
H -0.547693 -2.129878 0.010363 -0.2245 0.1341 -0.1640



Record 3
58
Properties=species:S:1:pos:R:3:forces:R:3 method="wB97M-V/def2-TZVPD" spin_multiplicity=1 total_energy_ha=-1867.1345 orbital_gap_ha="0.2208 / 0.2209" mol_weight_g_mol=552.0 charge=-1
C -2.228802 -0.803056 2.542854 0.0228 -0.1202 -0.1193
H 2.211666 3.730299 -1.321376 -0.1017 -0.0219 0.0506
H -1.894910 0.884355 4.609585 -0.0179 0.0106 0.0657
C 0.914199 -2.730724 2.175403 0.0437 1.2486 -1.4188
C -2.866167 0.881407 4.091353 -0.0691 -0.0808 -0.0962
C 3.470781 1.100085 -3.027192 0.0254 0.3824 0.0263
H -0.623259 -5.719371 2.610143 -0.0442 -0.0587 0.0775
H -2.922596 -1.520067 2.983956 -0.0868 -0.0558 0.0508
O 3.477828 -0.253350 -2.979956 0.0504 -0.2824 -0.0978
H 2.542109 -1.395974 1.922643 -0.0592 0.0542 0.1446
C -0.356387 -4.768601 2.170610 0.6146 0.8049 0.0632
H -3.314840 1.869054 4.187097 -0.0191 0.1276 0.0730
C -1.036632 -2.770872 -0.882501 -0.3418 0.7461 -1.1657
C 1.961103 2.546166 3.233704 0.1443 -0.0221 -0.0063
H 2.965493 2.863518 3.487005 0.0551 0.0125 0.0820
H -1.915120 1.154498 0.892083 -0.1162 0.1201 0.2639
C -0.512561 -3.143733 0.374881 0.2016 -0.7249 0.2648
N -2.754570 0.535077 2.691908 -0.1403 -0.0529 0.0844
O 0.872635 1.464783 -0.706869 -1.1618 -0.3536 0.4193
H -2.452208 -5.714976 -1.805337 -0.0774 -0.0283 -0.0075
C 2.774115 1.810491 -2.043873 -0.1898 -0.3186 0.0959
C 2.755187 3.194895 -2.086176 0.0548 -0.1162 -0.1088
N 0.365776 -2.315197 1.014114 -0.3280 -0.3197 1.9945
H 2.700692 -2.484699 3.330548 -0.0133 -0.0590 -0.0002
C 4.113156 3.178715 -4.057522 0.0293 0.0322 -0.0267
H -3.519648 0.157733 4.581908 -0.0156 -0.0098 0.0550
Pd 0.443728 -0.306789 0.401940 -1.9594 0.9851 -0.2335
C -1.589544 -5.320900 0.107675 -0.2897 -0.3723 -0.4633
C 0.865031 3.216612 3.748002 -0.0231 0.2084 0.1535
C 0.505182 1.057055 1.983259 0.8939 -0.8481 -0.2097
O 2.641368 0.169552 -0.341077 0.6469 0.3955 -0.6922
C 3.428704 3.881468 -3.081946 0.0904 0.2166 -0.0353
H -1.990323 -3.439981 -2.669659 -0.0133 0.0777 -0.0491
H -1.268450 3.394236 3.692781 -0.0167 0.0372 -0.0075
H -1.248879 -0.930993 3.032112 0.0055 -0.0248 -0.0711
C 1.777783 1.477054 2.369900 0.1402 0.1686 0.3357
C -0.401988 2.846934 3.334859 0.0419 0.0516 -0.0354
C 0.525601 -3.905737 2.796848 -0.6286 -1.4767 -0.0746
S -0.872368 -1.136577 -1.446397 0.5163 -0.3951 -0.1383
C -0.842015 -4.428273 0.890966 0.1439 0.2562 0.1915
C 2.039684 1.071068 -0.949816 1.9117 0.0769 -0.2040
H 0.997900 4.038062 4.441861 -0.0066 0.0408 0.0052
H 4.649418 1.240197 -4.807230 0.0419 -0.0214 -0.0494
C -1.989292 1.518418 1.928303 0.1107 -0.0515 -0.2169
H -1.839749 -6.289982 0.518835 0.0377 -0.0836 0.0019
H 1.594293 -1.105041 3.393203 0.0493 0.0520 -0.0933
C 2.008115 -1.880078 2.743557 -0.1024 0.0359 0.0707
H -2.564925 2.451185 1.930051 0.0220 -0.0276 -0.0253
H 3.422487 4.961149 -3.097925 -0.0072 0.1062 0.0058
C -0.588082 1.801142 2.434475 -0.2258 -0.2411 -0.2031
C -1.948762 -4.986700 -1.183093 -0.0712 -0.5967 0.7607
C -1.686325 -3.720543 -1.672407 0.3382 0.5815 0.3829
H -2.120619 -1.022190 1.478029 0.0449 -0.0688 0.1013
H 2.659436 0.989783 1.968753 -0.0872 -0.0688 -0.0139
C 4.124272 1.795329 -4.038215 0.0615 -0.1195 0.0168
H 4.649296 3.704971 -4.835334 -0.0036 0.0357 -0.0723
H 0.972604 -4.170715 3.745641 -0.0104 0.0330 0.0385
H 4.016869 -0.598123 -3.701877 -0.1117 0.1228 0.0598



Energy above the lowest of the compared OMol25 structures with the same formula, charge and spin per entry: 1.580; 6.039; 0.783 eV